(1)
{
  "formula": "CH2N3O2S2",
  "method": "ωB97M-V/def2-TZVPD",
  "symbols": ["C", "N", "N", "N", "O", "O", "S", "S", "H", "H"],
  "positions_angstrom": [[0.472110, -0.491955, -1.168834], [-0.349502, -1.220876, -0.708387], [0.677977, 1.411512, 0.979495], [1.306675, 0.359165, -1.343315], [-2.628446, -0.931646, 0.046013], [-0.849581, -0.350801, 1.660340], [-1.474725, -1.583386, 0.468291], [-0.005112, 0.760929, 2.111580], [2.035087, 0.630753, -2.046464], [0.815519, 1.416305, 0.001282]],
  "atomic_forces_ev_per_a": [[1.82, 1.51, 0.02], [-1.66, -2.13, 1.07], [-0.31, 0.93, 4.46], [1.02, 0.14, -2.01], [-2.28, 0.34, -0.22], [-1.58, -2.02, 1.39], [1.99, -0.11, -1.81], [2.18, 2.35, -2.26], [-1.27, -0.68, 0.97], [0.09, -0.32, -1.61]],
  "total_charge": 1,
  "homo_lumo_gap_ev": 9.02,
  "relative_energy_kcal_mol": 41.0,
  "homo_energy_ev": -15.33
}



(2)
{
  "formula": "C2H3AuLiO2",
  "method": "ωB97M-V/def2-TZVPD",
  "symbols": ["O", "C", "C", "O", "Au", "H", "H", "Li", "H"],
  "positions_angstrom": [[1.719636, -0.466096, 1.351887], [0.970862, 0.137546, 0.788500], [0.006860, 0.943504, -0.026894], [-0.748003, 0.139217, -0.827676], [-2.230284, -0.643891, -0.300633], [0.659890, 1.664923, -0.556129], [-0.548475, 1.522737, 0.737825], [-0.258198, 0.096738, -2.664439], [-2.543657, -1.981874, 0.479719]],
  "atomic_forces_ev_per_a": [[-0.96, 0.79, -0.58], [1.70, -1.06, 0.98], [1.31, 1.05, 1.71], [5.68, 3.13, -2.92], [-7.03, -3.16, 2.23], [-0.28, 0.09, -0.15], [-0.22, 0.22, -0.23], [0.41, 0.00, -1.66], [-0.60, -1.05, 0.63]],
  "s_squared": 2.005,
  "total_charge": 3,
  "homo_lumo_gap_ev": [11.16, 8.15],
  "spin_multiplicity": 3,
  "homo_energy_ev": [-26.04, -28.03]
}



(3)
{
  "formula": "C27H41ClGaGeN2O3Se",
  "method": "ωB97M-V/def2-TZVPD",
  "symbols": ["Ga", "C", "C", "C", "C", "O", "Ge", "O", "C", "C", "C", "C", "O", "C", "C", "C", "C", "H", "H", "H", "H", "H", "H", "H", "H", "H", "H", "H", "H", "H", "H", "H", "H", "H", "H", "H", "H", "H", "H", "H", "H", "H", "H", "H", "Cl", "C", "C", "C", "C", "C", "C", "C", "H", "H", "H", "H", "H", "H", "C", "N", "C", "Se", "N", "C", "C", "C", "C", "C", "C", "H", "H", "H", "H", "H", "H", "H", "H"],
  "positions_angstrom": [[-0.436153, -0.854718, -0.270172], [-0.231572, -1.797929, -3.500504], [-1.511263, -2.298171, -2.854400], [-2.735130, -1.569522, -3.379349], [-1.654808, -3.803468, -2.998606], [-1.393393, -2.003559, -1.418690], [-2.276529, -2.739333, 0.182342], [-0.404549, -2.497305, 0.744564], [0.499423, -3.408840, 1.451883], [1.579282, -2.564721, 2.097471], [-0.317650, -4.137019, 2.506819], [1.080509, -4.372543, 0.430131], [-2.155679, -0.805280, 0.547432], [-3.012112, 0.152817, 1.256586], [-4.385261, -0.480608, 1.389710], [-3.067535, 1.420632, 0.425412], [-2.380100, 0.407109, 2.615279], [-0.269787, -1.939195, -4.579673], [0.635928, -2.339287, -3.116725], [-0.097691, -0.726363, -3.314325], [-2.863473, -1.768105, -4.443033], [-2.640304, -0.493221, -3.236505], [-3.636478, -1.906064, -2.863403], [-1.687830, -4.069743, -4.054343], [-2.580106, -4.160689, -2.541228], [-0.809359, -4.322076, -2.542901], [1.121835, -1.854372, 2.788526], [2.162570, -2.028651, 1.343131], [2.264784, -3.194096, 2.663680], [-0.755028, -3.433863, 3.217860], [0.318623, -4.830240, 3.055913], [-1.120257, -4.721783, 2.052771], [1.593832, -3.829304, -0.366092], [0.295187, -4.983200, -0.018808], [1.798208, -5.042531, 0.903150], [-4.808766, -0.701237, 0.408192], [-5.059693, 0.204465, 1.901609], [-4.344580, -1.403207, 1.973516], [-3.412575, 1.208696, -0.587091], [-2.083775, 1.893572, 0.368763], [-3.753280, 2.137135, 0.876829], [-2.330249, -0.510653, 3.203542], [-2.959096, 1.141995, 3.173687], [-1.367500, 0.805257, 2.490062], [-0.509840, 7.874380, -3.181443], [-0.694536, 6.160041, -3.155740], [-0.515905, 5.472271, -1.956732], [-0.665394, 4.105398, -1.935254], [-1.001253, 3.381888, -3.106591], [-1.173017, 1.992045, -3.087070], [-1.172768, 4.117840, -4.305069], [-1.019754, 5.484655, -4.329872], [-0.266768, 6.023837, -1.060838], [-0.524039, 3.567678, -1.004650], [-1.042894, 1.445314, -2.159151], [-1.425290, 1.439259, -3.979693], [-1.431290, 3.590750, -5.214687], [-1.150456, 6.042207, -5.246642], [4.370052, 0.943669, -0.132275], [3.511762, 0.995501, 1.050402], [2.182749, 0.897708, 1.105000], [1.100641, 0.890656, -0.449762], [1.791469, 0.976364, 2.380101], [2.904572, 1.106863, 3.204237], [3.037092, 1.233153, 4.582367], [4.323729, 1.380522, 5.055717], [5.434647, 1.406887, 4.194201], [5.299490, 1.286051, 2.827493], [4.001352, 1.129636, 2.352184], [3.792066, 0.610066, -0.987846], [5.175756, 0.238092, 0.056488], [4.782319, 1.931294, -0.329446], [0.829731, 0.942994, 2.678222], [2.184625, 1.221398, 5.247300], [4.484967, 1.485728, 6.119508], [6.421497, 1.530864, 4.617721], [6.156069, 1.314217, 2.168807]],
  "atomic_forces_ev_per_a": [[-0.05, -0.51, 0.53], [0.02, 0.05, 0.11], [-0.02, -0.01, -0.21], [-0.02, 0.01, 0.08], [0.04, -0.02, 0.07], [0.13, 0.10, -0.24], [-0.09, -0.03, -0.01], [0.10, 0.21, 0.29], [0.05, -0.19, -0.15], [-0.06, 0.11, 0.02], [-0.05, 0.04, -0.03], [-0.01, 0.02, -0.02], [-0.09, 0.13, -0.01], [0.00, 0.02, 0.07], [0.02, -0.06, 0.00], [0.05, -0.01, -0.07], [-0.02, -0.07, 0.03], [0.00, 0.00, -0.01], [-0.01, -0.02, -0.01], [-0.02, -0.01, -0.04], [0.00, 0.01, -0.01], [0.01, 0.04, -0.01], [0.00, -0.03, -0.02], [-0.01, -0.01, 0.00], [-0.01, 0.02, -0.01], [0.01, 0.01, -0.02], [0.06, 0.05, 0.03], [0.00, 0.02, -0.02], [0.01, -0.01, -0.01], [0.02, 0.00, 0.00], [0.00, 0.00, 0.01], [0.02, -0.02, -0.01], [0.02, 0.00, 0.01], [0.00, 0.00, 0.01], [-0.01, -0.01, 0.00], [0.00, 0.03, 0.00], [-0.01, 0.00, 0.00], [0.01, 0.02, 0.02], [-0.03, 0.00, 0.00], [0.03, 0.01, -0.02], [0.01, 0.01, 0.01], [0.01, 0.01, -0.01], [0.01, 0.01, 0.01], [-0.03, 0.03, -0.02], [-0.01, -0.09, 0.00], [0.02, 0.16, 0.01], [-0.01, -0.07, 0.01], [0.03, 0.07, 0.03], [-0.05, -0.20, 0.01], [0.14, 0.11, 0.03], [0.01, 0.08, -0.05], [-0.01, -0.07, -0.02], [0.00, 0.00, 0.00], [-0.03, 0.00, 0.02], [-0.14, -0.02, 0.01], [-0.01, -0.01, -0.01], [0.00, 0.00, 0.00], [-0.01, 0.00, 0.00], [0.01, 0.03, 0.01], [-0.03, -0.17, 0.06], [0.05, -0.19, -0.03], [0.05, 0.42, -0.41], [-0.09, -0.10, 0.00], [0.02, 0.07, 0.00], [0.00, -0.03, 0.00], [0.00, 0.00, 0.00], [0.00, 0.00, 0.00], [-0.01, -0.03, 0.00], [0.01, 0.07, 0.00], [-0.01, 0.00, 0.00], [0.00, 0.00, 0.00], [0.00, 0.00, 0.00], [-0.02, 0.06, 0.01], [0.00, 0.01, 0.00], [0.00, 0.00, 0.00], [0.00, 0.00, 0.00], [0.00, 0.01, 0.00]],
  "s_squared": 0.792,
  "total_charge": 2,
  "homo_lumo_gap_ev": [5.55, 7.46],
  "spin_multiplicity": 2,
  "homo_energy_ev": [-11.54, -13.45]
}



(4)
{
  "formula": "C4H12N2O",
  "method": "ωB97M-V/def2-TZVPD",
  "symbols": ["N", "C", "C", "C", "O", "C", "N", "H", "H", "H", "H", "H", "H", "H", "H", "H", "H", "H", "H"],
  "positions_angstrom": [[1.157350, 1.550003, 0.002508], [0.171499, 0.525879, 0.380899], [-1.087365, 0.928435, -0.835272], [-2.086474, -0.169578, -0.464690], [-1.674340, -0.515123, 0.868659], [0.774360, -0.877179, -0.067644], [2.043684, -1.272234, 0.578380], [0.992451, 2.499692, 0.334306], [2.016351, 1.282162, 0.456654], [0.223139, 0.496055, 1.549412], [-1.315693, 1.955413, -0.613142], [-0.643580, 0.971802, -1.789135], [-3.124441, 0.070955, -0.410164], [-1.934823, -1.050532, -1.064986], [-0.941268, -0.188900, 0.856516], [0.027425, -1.660140, 0.004421], [0.979430, -0.821166, -1.150815], [2.571135, -1.910751, -0.034950], [1.851161, -1.814793, 1.399044]],
  "atomic_forces_ev_per_a": [[0.86, -0.05, -0.02], [4.50, 2.19, -2.96], [0.93, -1.01, 4.17], [0.84, -0.01, 0.86], [-15.86, -6.56, 0.02], [0.43, 0.33, -1.13], [-0.01, 0.17, -0.56], [-0.59, -0.42, 0.03], [0.58, -0.07, -0.07], [-1.24, 0.36, -1.80], [-0.74, 0.30, 0.41], [0.78, -0.66, -1.03], [-0.70, 0.41, -0.31], [-0.13, -0.29, -0.68], [11.00, 4.46, 1.54], [-0.18, -0.03, 0.33], [0.02, 0.36, 0.36], [-0.40, 0.65, 0.32], [-0.10, -0.14, 0.52]],
  "homo_lumo_gap_ev": 10.11,
  "relative_energy_kcal_mol": 125.7,
  "homo_energy_ev": -9.11
}



(5)
{
  "formula": "C5H6N2O",
  "method": "ωB97M-V/def2-TZVPD",
  "symbols": ["C", "C", "C", "C", "C", "H", "H", "H", "H", "H", "H", "N", "N", "O"],
  "positions_angstrom": [[-1.177591, -1.212626, -0.398441], [-0.034424, -0.871206, 0.502084], [1.684927, -0.063602, -0.572183], [1.325368, 1.115011, -0.137401], [-0.144157, 0.632109, 0.528940], [-1.894047, 1.521378, 0.752018], [-1.425149, -2.150789, -0.559415], [-0.141922, -1.351350, 1.424028], [2.394089, -0.287362, -1.359221], [1.323562, 2.152227, -0.974548], [-0.013642, 1.031392, 1.507324], [-1.261766, 0.960285, -0.214102], [-1.903629, -0.200604, -0.568158], [1.268377, -1.274864, 0.069080]],
  "atomic_forces_ev_per_a": [[1.88, 3.92, 2.08], [0.78, -0.46, -0.50], [2.93, -2.66, -0.70], [-4.08, 2.24, -2.96], [5.54, 0.43, 1.13], [1.41, -2.00, -4.52], [-1.55, -4.18, -1.30], [-0.47, -0.68, 1.67], [0.24, 0.00, 0.11], [0.29, -3.42, 3.10], [-0.98, 0.35, 0.87], [-3.88, 4.03, 4.18], [-2.00, -0.35, -1.58], [-0.10, 2.79, -1.57]],
  "homo_lumo_gap_ev": 9.89,
  "relative_energy_kcal_mol": 125.1,
  "homo_energy_ev": -9.28
}



(6)
{
  "formula": "C5H5N",
  "method": "ωB97M-V/def2-TZVPD",
  "symbols": ["C", "C", "C", "N", "C", "C", "H", "H", "H", "H", "H"],
  "positions_angstrom": [[6.234240, -6.807996, -8.295740], [7.587741, -6.638411, -7.996290], [8.543736, -7.279951, -8.763333], [8.205070, -8.117450, -9.794595], [6.898986, -8.299281, -10.038103], [5.837004, -7.654132, -9.318467], [5.552781, -6.243031, -7.677019], [8.047097, -6.133168, -7.159553], [9.557625, -7.159273, -8.411418], [6.675212, -8.986694, -10.840473], [4.785144, -7.676143, -9.562429]],
  "atomic_forces_ev_per_a": [[0.46, 0.37, 0.52], [0.77, -0.79, -0.50], [-1.63, -1.00, -0.59], [-0.12, 0.66, 0.95], [-0.33, 0.84, 0.78], [1.73, 0.41, -0.16], [-0.47, -0.15, -0.14], [-0.82, 0.55, 0.24], [0.41, -0.29, -0.73], [-0.08, -0.05, -0.13], [0.07, -0.55, -0.25]],
  "homo_lumo_gap_ev": 10.71,
  "smiles": "c1ccncc1",
  "relative_energy_kcal_mol": 7.4,
  "homo_energy_ev": -9.66
}



(7)
{
  "formula": "C19H23N5O3",
  "method": "ωB97M-V/def2-TZVPD",
  "symbols": ["C", "C", "C", "C", "C", "N", "C", "O", "C", "C", "C", "C", "O", "N", "C", "C", "N", "C", "C", "O", "C", "C", "N", "C", "C", "N", "C", "H", "H", "H", "H", "H", "H", "H", "H", "H", "H", "H", "H", "H", "H", "H", "H", "H", "H", "H", "H", "H", "H", "H"],
  "positions_angstrom": [[-6.148770, -0.667092, -0.220155], [-5.299637, 0.553542, -0.090730], [-5.811997, 1.813564, -0.057281], [-4.952319, 2.929033, 0.069453], [-3.618591, 2.727443, 0.156815], [-3.072478, 1.477329, 0.126304], [-1.633290, 1.402715, 0.229626], [-0.989504, 2.427809, 0.327900], [-1.174224, 0.059976, 0.194239], [0.109714, -0.522335, 0.262375], [-0.063885, -1.887281, 0.174502], [0.906940, -2.984707, 0.320777], [0.617576, -4.044083, 0.858697], [2.163823, -2.809026, -0.160426], [2.756856, -1.678586, -0.824582], [3.527389, -0.755008, 0.152010], [3.132430, 0.625190, -0.051479], [3.297711, 1.505439, 1.095019], [4.752174, 1.949590, 1.288463], [5.254060, 2.571383, 0.123713], [5.159231, 1.714060, -0.993199], [3.713085, 1.255963, -1.227067], [-1.417596, -2.162998, 0.071600], [-2.035673, -3.452461, -0.071103], [-2.093540, -0.998710, 0.068873], [-3.423884, -0.870153, -0.031643], [-3.883159, 0.355882, 0.002995], [-7.199766, -0.401990, -0.291502], [-5.853197, -1.230089, -1.102922], [-5.994204, -1.315899, 0.639501], [-6.877873, 1.969753, -0.126417], [-5.353126, 3.928301, 0.096882], [-2.892710, 3.521546, 0.255823], [1.022830, 0.023912, 0.379314], [2.777916, -3.583783, 0.052775], [1.964715, -1.101137, -1.302844], [3.428351, -2.058505, -1.599638], [4.609627, -0.921940, 0.044621], [3.249162, -1.033733, 1.171524], [2.934511, 1.005222, 1.994468], [2.676746, 2.387594, 0.911009], [4.828290, 2.692519, 2.083635], [5.380255, 1.081406, 1.547532], [5.524376, 2.287152, -1.846803], [5.815210, 0.840388, -0.846448], [3.671244, 0.563833, -2.068726], [3.098655, 2.131148, -1.457797], [-1.674350, -4.126581, 0.704267], [-3.111247, -3.310233, 0.011515], [-1.797845, -3.885358, -1.045456]],
  "atomic_forces_ev_per_a": [[0.06, 0.03, 0.01], [-0.46, 0.42, -0.01], [0.23, -0.44, -0.01], [0.39, 0.04, 0.03], [-0.37, 0.81, 0.01], [-0.22, -0.36, -0.03], [0.36, -0.12, 0.01], [0.03, -0.01, 0.01], [-0.42, -0.45, -0.03], [-0.04, -0.36, 0.00], [0.19, 0.64, 0.09], [0.32, -0.21, 0.02], [-0.24, -0.10, 0.09], [0.32, -0.27, -0.07], [0.18, 0.25, 0.08], [-0.12, -0.01, -0.20], [0.03, 0.11, 0.10], [0.34, 0.17, 0.03], [-0.27, -0.11, 0.20], [-0.06, 0.10, -0.03], [-0.17, -0.19, -0.22], [0.24, 0.18, 0.05], [-0.03, 0.15, 0.06], [-0.25, -0.60, 0.02], [0.20, 1.00, 0.11], [-0.21, -0.34, -0.05], [0.21, -0.22, 0.00], [-0.07, 0.03, 0.00], [-0.03, -0.11, -0.04], [-0.04, -0.12, 0.02], [-0.12, -0.06, -0.01], [0.06, 0.12, 0.01], [-0.02, -0.07, -0.01], [0.30, 0.04, -0.05], [-0.21, 0.01, 0.02], [0.13, -0.03, -0.04], [-0.11, 0.03, 0.00], [-0.02, -0.02, 0.10], [0.04, -0.01, -0.05], [-0.04, 0.02, 0.02], [0.02, 0.02, 0.11], [0.00, -0.10, 0.03], [-0.02, 0.08, 0.01], [0.00, -0.11, -0.01], [-0.02, 0.08, -0.03], [-0.02, 0.03, -0.10], [0.05, -0.02, -0.12], [-0.09, 0.09, -0.11], [0.05, -0.02, -0.05], [-0.04, 0.00, 0.05]],
  "homo_lumo_gap_ev": 7.76,
  "smiles": "Cc1cccn2c(=O)c3cc(C(=O)NCCN4CCOCC4)n(C)c3nc12",
  "relative_energy_kcal_mol": 28.3,
  "homo_energy_ev": -7.60
}



(8)
{
  "formula": "C4H6Cl2O",
  "method": "ωB97M-V/def2-TZVPD",
  "symbols": ["C", "C", "C", "C", "O", "Cl", "Cl", "H", "H", "H", "H", "H", "H"],
  "positions_angstrom": [[-0.032434, 1.617527, 1.268621], [-0.711065, -0.219899, 0.170603], [-0.742083, -0.399285, 1.633020], [0.112329, -1.055865, -0.747853], [-0.664879, 0.819527, 2.203659], [0.413377, -1.514594, 2.246888], [-2.454725, -1.031687, 2.070048], [1.082067, 1.573663, 1.109003], [-0.370950, 2.673225, 1.071262], [-1.485248, 0.360388, -0.362970], [-0.291615, -1.223919, -1.681819], [0.385085, -2.059981, -0.210232], [1.042033, -0.481418, -0.948074]],
  "atomic_forces_ev_per_a": [[1.18, -0.91, -3.15], [1.11, 3.25, -1.18], [-2.31, -0.06, -0.36], [2.18, -0.87, 2.97], [0.08, 1.33, 1.28], [0.87, -0.69, 0.61], [0.24, -0.25, 0.20], [-1.08, -0.43, 0.81], [-0.39, -1.42, 0.58], [-0.11, -0.68, 1.13], [-1.29, -0.48, -1.81], [-0.35, 1.83, -1.30], [-0.13, -0.63, 0.23]],
  "homo_lumo_gap_ev": [8.47, 8.45],
  "relative_energy_kcal_mol": 84.0,
  "homo_energy_ev": [-8.57, -8.46]
}



Results for DFT total energy: -31293.4170 -10072.4942 -224536.6298 -9365.7448 -10304.1789 -6755.5871 -33669.9897 -31333.7761 (in eV, following the order of the records).